No. 1
A structure of composition C30H46IrN3P2 at a distorted geometry. Source: the Open Molecules 2025 dataset; level of theory: ωB97M-V with the def2-TZVPD basis set.

```
82
Properties=species:S:1:pos:R:3:forces:R:3
Ir 0.150434 1.031164 -0.570349 -2.63 -0.45 1.73
C -4.171609 1.757886 -3.056846 0.07 0.09 -0.06
C -3.119160 2.075820 -2.001748 0.47 -0.04 0.25
C -3.704854 2.108887 -0.592469 0.09 0.11 -0.04
P -1.720233 0.832600 -2.074959 1.06 -0.50 -1.59
C -1.304926 0.500651 -3.859289 -0.47 -0.16 0.26
C -0.886361 1.789303 -4.555304 -0.13 0.13 0.05
C -0.209051 -0.553325 -3.978195 -0.07 0.02 0.09
C -2.437365 -0.722083 -1.437865 -0.09 0.24 -0.51
C -3.195145 -1.566554 -2.232921 0.39 0.48 0.05
C -3.728490 -2.745892 -1.722263 0.06 0.12 0.08
C -3.474874 -3.101317 -0.401743 0.16 -0.04 0.54
C -2.707698 -2.289950 0.404979 -0.34 -0.44 0.25
C -2.213790 -1.049383 -0.064690 0.09 -0.10 0.15
N -1.482577 -0.204044 0.700646 0.78 1.23 -1.17
C -1.497630 -0.101671 2.042741 0.02 -0.21 0.28
C -2.552305 -0.614645 2.842768 -0.19 -0.39 0.18
C -2.447082 -0.641222 4.213837 -0.30 -0.12 -0.16
C -1.326605 -0.111844 4.849259 -0.17 -0.15 -0.15
C -0.360050 0.552385 4.096700 0.27 0.23 -0.65
C -0.435667 0.589537 2.713991 0.26 0.19 0.20
P 0.636815 1.662119 1.700470 1.81 -0.29 -0.35
C 0.102088 3.394143 2.225336 -0.05 -0.52 -0.34
C 0.091403 4.300587 0.995074 -0.11 -0.08 -0.07
C 0.882826 3.996747 3.382455 -0.09 0.07 0.10
C 2.466605 1.305057 1.909491 -0.25 0.03 0.26
C 3.074845 1.411944 3.299214 0.03 -0.02 -0.04
C 3.163742 2.219733 0.900658 -0.17 -0.01 -0.21
H -4.962451 2.505615 -2.992820 -0.02 0.01 0.03
H -4.629195 0.784647 -2.887560 -0.05 -0.07 -0.01
H -3.767920 1.803257 -4.065860 -0.06 -0.05 -0.03
H -2.662701 3.048879 -2.220912 0.05 -0.14 -0.01
H -4.232480 1.183887 -0.362553 -0.05 -0.07 0.03
H -4.423138 2.924896 -0.519323 0.00 0.00 0.04
H -2.927442 2.270648 0.157919 -0.04 0.05 0.11
H -2.223271 0.111220 -4.313060 0.09 0.13 -0.11
H 0.004076 2.215601 -4.092850 0.06 0.05 0.07
H -1.675091 2.538393 -4.558070 -0.01 0.11 -0.02
H -0.634726 1.574554 -5.593086 -0.02 -0.03 -0.02
H 0.745838 -0.161159 -3.627184 -0.01 -0.01 0.04
H -0.090423 -0.822071 -5.026829 -0.01 -0.02 -0.03
H -0.450293 -1.457790 -3.421442 0.07 -0.13 0.03
H -3.379099 -1.319330 -3.268472 0.01 0.04 -0.01
H -4.311480 -3.388002 -2.364680 -0.10 -0.10 -0.02
H -3.859475 -4.029736 -0.008491 0.04 -0.12 0.01
H -2.427407 -2.621167 1.393758 0.01 -0.13 0.02
H -3.449337 -0.967770 2.356420 -0.12 0.02 0.08
H -3.249926 -1.064218 4.797125 -0.09 -0.02 0.08
H -1.221545 -0.176723 5.922289 -0.05 0.03 0.10
H 0.451213 1.043308 4.612932 0.08 0.05 -0.03
H -0.932218 3.228934 2.553514 0.05 -0.02 -0.09
H 1.088855 4.652995 0.743585 0.08 -0.05 -0.08
H -0.527146 5.173835 1.193126 -0.02 0.06 -0.02
H -0.331108 3.785986 0.118376 -0.01 0.11 -0.04
H 1.905486 4.241723 3.105517 0.06 -0.07 -0.01
H 0.881766 3.353216 4.260330 0.09 0.03 0.06
H 0.402109 4.934153 3.670122 -0.03 -0.03 -0.02
H 2.553139 0.262247 1.568005 -0.14 0.18 -0.02
H 3.019995 2.418676 3.696443 -0.01 0.09 0.07
H 4.132077 1.152098 3.240707 0.01 -0.06 0.00
H 2.608373 0.723648 3.996099 -0.01 -0.10 0.17
H 3.120187 3.261571 1.209734 -0.03 0.12 0.03
H 2.710018 2.135540 -0.096430 0.17 0.06 0.08
H 4.216059 1.961563 0.806886 0.05 -0.11 0.04
N 1.367287 -0.634431 -1.012099 -0.28 0.43 0.43
C 1.863896 -1.689452 -0.999860 -0.75 1.19 -0.14
N 2.344995 -2.868246 -0.942013 -0.31 0.02 -0.06
C 3.190892 -3.443731 -1.968117 1.16 -0.46 -0.70
C 4.609521 -3.666937 -1.410903 -0.42 -0.01 -0.26
C 4.562904 -4.451945 -0.107743 0.49 0.13 0.19
C 3.652370 -3.768802 0.902819 -0.45 -0.21 -0.11
C 2.248918 -3.620326 0.297247 0.52 -0.40 1.06
H 3.214967 -2.791145 -2.842783 -0.13 -0.05 0.09
H 2.760203 -4.407577 -2.254366 -0.08 0.10 -0.04
H 5.089958 -2.698700 -1.252991 0.02 0.02 -0.01
H 5.185773 -4.206193 -2.162447 0.03 0.06 -0.01
H 5.574896 -4.518886 0.305442 -0.16 -0.09 -0.08
H 4.224959 -5.474748 -0.287629 -0.04 -0.03 -0.01
H 4.047313 -2.785309 1.164945 -0.01 0.08 0.03
H 3.579278 -4.353934 1.818003 0.01 -0.02 0.06
H 1.562345 -3.117832 0.982516 -0.01 -0.01 -0.13
H 1.854922 -4.611560 0.057735 -0.11 0.07 -0.02
```
Positions in Å, forces in eV/Å.

Calculated values
Net charge: +3
HOMO-LUMO gap (alpha / beta): 4.18 / 4.30 eV
Spin multiplicity: 2
LUMO (alpha / beta): -12.248 / -12.124 eV

Atom charges from the Löwdin analysis, given in e for atoms 1 to 5: Ir 0.9004; C -0.0756; C -0.5008; C -0.1027; P 0.9678

No. 2
A cluster of 3 separate species, C2H13N2O2 in total at a distorted geometry. Source: the Open Molecules 2025 dataset; level of theory: ωB97M-V with the def2-TZVPD basis set.

```
19
Properties=species:S:1:pos:R:3:forces:R:3
C 0.272930 0.632053 2.294863 0.04 0.93 -3.04
N -0.857491 1.366290 1.599705 3.00 1.85 0.51
C 0.656140 -0.590818 1.411875 -0.54 -1.47 1.09
N 0.349222 -0.407547 -0.094828 0.79 -2.21 1.91
H 1.214224 1.184416 2.122275 -0.77 0.64 1.27
H 0.039073 0.293068 3.313590 0.48 0.36 -0.28
H -0.829578 2.438189 1.773947 -0.33 -2.78 -0.11
H -1.628484 0.924606 1.985433 -2.46 -0.04 0.74
H 1.687272 -0.701136 1.629109 1.21 -0.39 -0.67
H 0.223309 -1.502015 1.859932 -0.35 0.17 -1.07
H 0.960914 0.328808 -0.389480 -0.55 1.25 -0.45
H -0.652923 -0.205624 0.000489 0.24 0.92 -1.46
H 0.579739 -1.185517 -0.792442 -0.73 0.78 1.48
H -0.745406 0.826243 -2.634214 -0.97 0.44 0.60
H -1.930917 1.669180 -1.890584 1.27 -1.28 -0.31
O -1.305573 0.893296 -1.828964 -0.34 0.82 -0.44
H 0.377847 -1.663742 -4.093934 0.14 0.49 0.44
H 0.847758 -2.639815 -3.078467 0.08 1.18 0.16
O 0.741952 -1.659939 -3.188298 -0.22 -1.66 -0.38
```
Positions in Å, forces in eV/Å.

Calculated values
Net charge: +1
Relative energy (zero: lowest compared OMol25 entry of this formula, charge and spin): 161.21 kJ/mol
HOMO-LUMO gap: 10.82 eV
LUMO: -3.064 eV

Atom charges from the Löwdin analysis, given in e for atoms 1 to 5: C -0.2047; N -0.0058; C -0.1440; N 0.1780; H 0.1171

No. 3
A structure of composition C45H34AlBr4IN2O5SSb2. Source: the Open Molecules 2025 dataset; level of theory: ωB97M-V with the def2-TZVPD basis set.

```
95
Properties=species:S:1:pos:R:3:forces:R:3
Al 0.737122 1.409614 0.324835 0.42 0.66 0.04
C 0.022745 -2.148717 -1.863996 0.05 0.06 0.17
C -0.008089 -2.778866 -0.464903 0.09 0.10 0.03
C 0.045806 -1.719398 0.652198 0.18 -0.11 -0.03
Sb -1.355895 -1.702336 2.326019 0.00 -0.07 -0.01
C -3.091951 -1.343340 1.102325 -0.01 -0.03 -0.10
C -3.945596 -2.349517 0.648868 0.04 0.04 0.01
C -5.047789 -2.043133 -0.141955 0.06 -0.02 -0.05
C -5.297092 -0.730693 -0.513671 0.01 0.03 0.02
C -4.450361 0.278558 -0.076602 0.03 -0.02 0.08
C -3.362981 -0.022353 0.735064 -0.03 -0.05 -0.01
C -1.636604 -3.828620 2.528850 -0.08 -0.05 0.01
C -2.816521 -4.265410 3.139442 0.09 -0.03 -0.05
C -3.044242 -5.614067 3.378423 0.04 0.02 -0.01
C -2.084688 -6.553357 3.023529 -0.01 0.01 0.00
C -0.896468 -6.135739 2.443191 0.00 0.05 0.00
C -0.674612 -4.784064 2.202229 -0.08 0.05 0.05
Sb -1.949440 -1.496852 -2.477344 0.03 -0.08 0.00
C -1.277991 -0.483818 -4.246090 -0.08 0.09 -0.08
C -2.151176 -0.374059 -5.332552 0.12 0.07 0.04
C -1.823257 0.406016 -6.435183 0.01 -0.03 0.03
C -0.615613 1.092930 -6.466591 -0.02 0.01 0.00
C 0.263589 0.988919 -5.397597 -0.05 -0.04 0.01
C -0.067696 0.207227 -4.296158 -0.03 -0.03 -0.05
C -2.310627 -3.389037 -3.440743 0.02 -0.04 -0.02
C -1.660424 -3.768996 -4.616454 -0.04 -0.01 0.05
C -1.842224 -5.037606 -5.149788 -0.03 0.00 0.01
C -2.671474 -5.951565 -4.510468 0.02 0.02 0.01
C -3.319297 -5.590769 -3.338982 0.00 0.06 -0.01
C -3.143541 -4.314679 -2.812844 0.06 0.01 -0.08
H 0.345700 -2.862123 -2.622355 0.01 -0.02 -0.02
H 0.714766 -1.301561 -1.882111 -0.05 -0.05 -0.02
H 0.850282 -3.445502 -0.353229 -0.01 -0.08 0.00
H -0.890874 -3.416191 -0.367524 -0.05 -0.04 0.06
H -0.116588 -0.737884 0.199121 -0.28 0.03 -0.02
H 1.034917 -1.676021 1.118869 0.02 -0.06 -0.04
H -3.758823 -3.383590 0.914863 0.00 0.02 -0.02
H -5.705493 -2.835414 -0.479845 0.00 0.00 0.01
H -6.150123 -0.495155 -1.137833 0.00 0.00 0.00
H -4.641896 1.307917 -0.356121 0.00 0.00 0.00
H -2.716540 0.777271 1.077921 0.00 0.00 0.04
H -3.575955 -3.545177 3.427783 0.00 -0.01 0.01
H -3.967790 -5.931705 3.846851 0.01 0.01 -0.01
H -2.259927 -7.605994 3.206853 0.00 0.01 0.00
H -0.137823 -6.862272 2.178486 -0.01 0.01 0.00
H 0.266966 -4.481055 1.762982 0.04 0.02 -0.07
H -3.095883 -0.909605 -5.322982 0.01 0.02 0.00
H -2.508799 0.475788 -7.271419 0.01 0.00 0.02
H -0.359647 1.704613 -7.323101 0.00 -0.02 0.02
H 1.208270 1.517279 -5.422757 0.05 0.03 0.01
H 0.629175 0.138344 -3.467556 -0.02 0.04 -0.02
H -1.006375 -3.069138 -5.125382 0.00 0.00 0.01
H -1.335030 -5.315522 -6.065651 0.00 0.00 0.00
H -2.809497 -6.942150 -4.925055 0.00 0.00 0.00
H -3.964279 -6.298877 -2.833332 0.00 0.01 -0.01
H -3.659570 -4.044265 -1.900152 -0.04 0.04 0.07
Br -0.455436 2.168261 6.855712 0.01 -0.01 -0.03
C 0.386592 1.886351 5.192761 0.05 0.01 -0.05
C 1.775961 1.864066 5.097553 -0.04 0.01 -0.08
Br 2.852713 2.106934 6.625286 -0.02 -0.01 -0.02
C 2.387767 1.671868 3.850115 -0.02 -0.05 0.09
Br 4.256053 1.626964 3.614111 -0.02 0.01 0.03
C 1.609390 1.491724 2.726421 0.00 -0.07 -0.11
O 2.091230 1.317944 1.480139 -0.17 -0.04 0.13
C 0.206148 1.490607 2.825041 0.06 -0.05 -0.01
O -0.448106 1.276859 1.672590 0.03 -0.01 -0.28
C -0.399942 1.703368 4.045776 -0.01 -0.02 0.15
Br -2.280187 1.750272 4.077852 0.00 0.00 0.00
I 3.956172 3.316698 -4.384333 -0.03 -0.01 -0.02
C 3.530348 1.853658 -2.973551 0.00 0.03 -0.03
C 4.267169 0.682463 -2.906600 0.04 -0.03 0.00
C 3.973267 -0.230254 -1.907358 0.06 0.01 -0.02
C 2.960031 0.055935 -1.016420 -0.07 0.12 0.00
N 2.226637 1.176197 -1.104620 0.02 -0.33 0.10
C 2.510827 2.064233 -2.063122 -0.02 0.00 0.13
H 5.069741 0.495958 -3.607641 -0.02 -0.01 0.00
H 4.537079 -1.146464 -1.805611 -0.01 0.00 0.00
H 2.728475 -0.610491 -0.195639 -0.03 0.03 -0.02
H 1.936965 2.981182 -2.068455 -0.04 -0.03 -0.02
O 0.947755 5.580748 -0.776765 0.04 0.02 0.04
S -0.183021 4.839124 -0.313086 0.07 -0.01 -0.11
O -0.814326 5.169103 0.921297 0.04 0.04 -0.04
N 0.186080 3.213371 -0.343861 -0.24 -0.19 -0.22
C -0.595577 2.552038 -1.190686 -0.10 -0.30 0.10
O -0.484603 1.279622 -1.174153 -0.13 0.28 0.15
C -1.493668 3.372301 -2.015430 0.17 -0.04 0.10
C -2.322428 2.995891 -3.054537 -0.13 -0.02 -0.03
C -3.037409 4.000498 -3.695010 0.03 0.02 0.00
C -2.912121 5.331178 -3.301348 0.00 -0.02 -0.03
C -2.068026 5.704142 -2.258966 -0.09 -0.01 0.08
C -1.373426 4.696247 -1.627761 0.03 0.07 -0.06
H -2.409288 1.959335 -3.353146 0.05 -0.03 -0.02
H -3.692903 3.744111 -4.516799 0.00 0.02 0.02
H -3.478790 6.094036 -3.819237 0.00 -0.01 0.00
H -1.973120 6.736337 -1.948995 0.02 -0.02 -0.03
```
Positions in Å, forces in eV/Å.

Calculated values
Relative energy (zero: lowest compared OMol25 entry of this formula, charge and spin): 65.31 kJ/mol
HOMO-LUMO gap: 6.98 eV
LUMO: -0.847 eV

Atom charges from the Löwdin analysis, given in e for atoms 1 to 5: Al 0.0231; C -0.3631; C -0.3495; C -0.3789; Sb 1.5401

No. 4
An isolated molecule of C17H24N4O4 at a distorted geometry. Source: the Open Molecules 2025 dataset; level of theory: ωB97M-V with the def2-TZVPD basis set.

```
49
Properties=species:S:1:pos:R:3:forces:R:3
C 4.497956 1.114334 2.063575 -0.09 -0.01 -0.24
C 3.591747 0.782633 0.885018 -0.08 0.00 0.33
H 3.756589 -0.243680 0.559190 -0.02 0.04 -0.08
H 3.838969 1.428260 0.040567 -0.04 -0.04 -0.09
C 2.115264 0.963397 1.260471 0.44 0.11 -0.18
N 1.206626 0.525749 0.223639 -0.12 -0.22 0.10
C 0.922321 1.221179 -0.899121 0.43 0.20 -0.06
O 0.282943 0.737588 -1.818812 -0.19 0.07 -0.33
C 1.315895 2.695514 -0.957525 -0.06 -0.07 -0.07
C 0.297844 3.545761 -0.166712 0.05 -0.28 0.06
C -1.068188 3.005796 -0.358833 -0.35 0.55 -0.23
N -2.017456 3.453294 -1.115812 1.26 0.87 0.03
N -3.042407 2.592318 -1.016022 -1.04 -1.34 0.38
C -2.669774 1.653658 -0.198672 0.12 0.82 -0.48
C -3.430147 0.494740 0.176562 -0.44 -1.04 0.43
N -2.953302 -0.442119 0.964885 0.95 0.90 -0.11
O -3.914364 -1.379376 1.085843 -0.69 -0.45 -0.03
C -4.995127 -1.022721 0.367694 -0.01 0.83 -0.50
C -4.748310 0.173744 -0.241455 0.11 -0.54 0.38
H -5.372630 0.752510 -0.885573 -0.23 0.09 -0.16
C -6.172242 -1.922743 0.366648 0.23 -0.08 0.16
H -5.890926 -2.906171 -0.006221 -0.05 -0.06 -0.04
H -6.952013 -1.506579 -0.263077 -0.04 0.00 -0.02
H -6.551202 -2.044797 1.380105 -0.08 -0.01 0.03
O -1.425591 1.868845 0.271947 -0.15 -0.15 0.18
H 0.318535 4.577417 -0.515760 -0.06 -0.06 0.08
H 0.525451 3.521576 0.901155 0.01 0.09 -0.03
H 1.263643 2.978980 -2.009748 0.05 -0.10 0.10
H 2.322301 2.882298 -0.591093 0.05 0.02 0.02
C 0.623057 -0.793037 0.362535 0.09 -0.31 -0.20
H 0.110945 -0.857930 1.327392 -0.02 -0.03 -0.05
H -0.119110 -0.884780 -0.432039 0.00 -0.04 0.17
C 1.639786 -1.947736 0.245121 -0.28 0.04 0.32
C 0.910602 -3.263974 -0.058158 0.24 0.15 0.10
H 1.512409 -4.104922 0.286473 -0.04 0.01 0.05
C 0.823628 -3.252638 -1.590604 0.08 0.09 -0.05
H -0.172029 -2.970048 -1.927820 -0.02 -0.03 -0.04
C 1.855440 -2.186714 -2.012979 -0.13 -0.02 -0.52
H 2.616314 -2.572454 -2.694261 -0.07 0.02 0.02
O 2.527950 -1.772983 -0.834713 0.17 0.07 0.14
H 1.360966 -1.326879 -2.479562 0.07 -0.12 0.05
H 1.062831 -4.227836 -2.010378 -0.06 -0.01 0.00
H -0.064665 -3.307495 0.421061 -0.07 -0.05 0.06
H 2.252975 -2.003206 1.150240 -0.04 -0.01 -0.05
H 1.928663 2.009984 1.514756 -0.01 -0.03 0.08
H 1.898456 0.369166 2.152094 -0.03 0.09 0.00
H 4.347794 2.142220 2.388772 0.04 0.11 0.10
H 4.290489 0.456810 2.904997 0.01 -0.05 0.13
H 5.541108 0.993049 1.784218 0.12 0.02 0.06
```
Positions in Å, forces in eV/Å.

Calculated values
Relative energy (zero: lowest compared OMol25 entry of this formula, charge and spin): 275.38 kJ/mol
HOMO-LUMO gap: 9.67 eV
LUMO: 0.647 eV

Atom charges from the Löwdin analysis, given in e for atoms 1 to 5: C -0.1033; C -0.2246; H 0.0971; H 0.1048; C -0.1549